[1]
158
Properties=species:S:1:pos:R:3 method="wB97M-V/def2-TZVPD" fmax_ev_per_a=7.11 gap_ha=0.3755 lumo_energy_ha=-0.0118 e_above_lowest_ev=6.208 total_charge=0
C -1.265 -5.627 4.082
C -1.879 -4.609 3.133
O -2.960 -4.129 3.975
C -3.155 -4.957 4.896
O -4.067 -4.845 5.736
O -2.416 -6.029 4.728
H -0.513 -5.195 4.742
H -0.650 -6.426 3.668
H -2.260 -5.090 2.233
H -1.084 -3.900 2.903
C 4.307 1.564 -0.622
C 3.606 2.823 -0.219
O 4.609 3.827 -0.520
C 5.820 3.210 -0.652
O 6.875 3.789 -0.846
O 5.704 1.941 -0.435
H 4.058 1.217 -1.625
H 4.078 0.796 0.117
H 3.339 2.908 0.834
H 2.670 2.982 -0.754
C 0.360 -1.442 7.631
C -0.760 -2.222 6.890
O -0.174 -3.362 6.372
C 0.981 -3.494 6.983
O 1.668 -4.507 6.899
O 1.260 -2.475 7.807
H 0.065 -1.114 8.628
H 0.766 -0.655 6.995
H -1.142 -1.518 6.151
H -1.605 -2.429 7.548
C 0.285 -4.181 -4.968
C -1.220 -4.446 -4.859
O -1.688 -3.494 -3.886
C -0.710 -2.906 -3.296
O -0.785 -2.063 -2.350
O 0.458 -3.243 -3.916
H 0.416 -3.794 -5.979
H 0.780 -5.134 -4.786
H -1.366 -5.489 -4.579
H -1.661 -4.214 -5.829
C -3.050 -2.131 -0.268
C -3.421 -1.491 -1.523
O -4.715 -0.887 -1.273
C -4.975 -0.999 0.061
O -5.944 -0.668 0.704
O -3.947 -1.610 0.615
H -2.083 -1.684 -0.038
H -3.271 -3.176 -0.052
H -3.590 -2.236 -2.301
H -2.775 -0.673 -1.842
C -3.703 1.710 1.835
O -3.454 2.375 0.600
C -3.218 3.628 0.659
O -3.061 4.339 1.683
O -3.063 3.960 -0.619
C -2.588 5.201 -0.908
H -2.709 1.591 2.267
H -4.131 0.710 1.772
H -4.257 2.220 2.623
H -2.760 5.487 -1.946
H -1.567 5.107 -0.541
H -3.002 5.956 -0.239
C -4.519 -1.417 4.645
O -3.391 -0.644 5.056
C -3.591 0.648 5.249
O -4.633 1.133 5.638
O -2.419 1.276 5.116
C -2.360 2.653 5.275
H -5.436 -1.245 5.209
H -4.294 -2.436 4.959
H -4.809 -1.319 3.599
H -3.220 3.089 5.783
H -2.253 3.147 4.309
H -1.546 2.943 5.940
C 3.858 -5.093 -3.435
O 4.903 -4.236 -2.889
C 4.594 -3.070 -2.296
O 5.385 -2.235 -1.921
O 3.270 -2.874 -2.194
C 2.717 -1.666 -1.670
H 3.788 -4.903 -4.506
H 2.848 -4.988 -3.039
H 4.173 -6.137 -3.416
H 1.893 -1.866 -0.985
H 2.296 -1.259 -2.590
H 3.371 -0.939 -1.189
C 0.162 0.945 -1.506
O -0.599 0.541 -0.365
C 0.187 0.189 0.703
O 1.419 -0.013 0.663
O -0.557 0.076 1.800
C 0.030 -0.403 3.003
H 1.051 1.491 -1.189
H -0.581 1.462 -2.113
H 0.570 0.224 -2.214
H -0.583 -0.296 3.897
H 0.924 0.158 3.274
H 0.195 -1.463 2.804
C 1.185 1.240 -5.880
O 2.081 0.440 -6.608
C 1.822 -0.828 -6.709
O 0.936 -1.501 -6.225
O 2.870 -1.412 -7.223
C 3.075 -2.847 -7.290
H 1.476 2.289 -5.826
H 1.118 0.955 -4.830
H 0.224 1.267 -6.395
H 2.837 -3.167 -8.304
H 2.595 -3.447 -6.517
H 4.121 -3.108 -7.133
C 4.364 -3.988 4.981
O 4.243 -3.928 3.543
C 3.046 -3.494 3.086
O 2.051 -3.104 3.660
O 3.216 -3.681 1.680
C 2.059 -3.827 0.902
H 4.453 -4.971 5.443
H 3.652 -3.476 5.629
H 5.281 -3.446 5.212
H 1.497 -2.897 0.813
H 1.416 -4.616 1.291
H 2.278 -4.113 -0.127
C -1.922 -0.714 -6.055
O -2.939 0.107 -5.463
C -2.694 1.265 -4.741
O -1.576 1.772 -4.440
O -3.844 1.742 -4.302
C -3.998 2.755 -3.273
H -1.307 -1.094 -5.240
H -1.246 -0.170 -6.715
H -2.335 -1.588 -6.557
H -3.254 3.537 -3.424
H -3.852 2.239 -2.324
H -5.032 3.092 -3.351
C 0.999 2.687 4.742
O 0.807 3.151 3.371
C 1.000 4.409 2.988
O 1.305 5.364 3.771
O 0.646 4.512 1.702
C 0.825 5.771 1.017
H 0.472 1.737 4.836
H 0.612 3.383 5.486
H 2.060 2.450 4.828
H 1.314 6.560 1.589
H -0.157 5.997 0.600
H 1.536 5.721 0.193
C 0.473 4.462 -2.945
O 1.200 5.644 -2.611
C 1.171 6.595 -3.502
O 0.907 6.477 -4.687
O 1.438 7.717 -2.756
C 1.561 9.021 -3.458
H -0.579 4.727 -2.835
H 0.847 3.669 -2.297
H 0.657 4.155 -3.975
H 1.930 9.729 -2.716
H 0.606 9.447 -3.767
H 2.168 9.063 -4.363

=====

[2]
77
Properties=species:S:1:pos:R:3 method="wB97M-V/def2-TZVPD" fmax_ev_per_a=0.61 gap_ha=0.2775 lumo_energy_ha=0.1641 e_above_lowest_ev=0.214 total_charge=-2
Mg 0.236 -0.275 0.307
C -3.231 -3.604 -3.806
C -2.236 -4.040 -2.733
C -2.064 -5.549 -2.703
O -0.989 -3.404 -2.978
C -0.691 -2.438 -1.937
C -2.092 -2.320 -1.279
O -2.654 -3.618 -1.463
C -2.425 -1.687 0.115
O -1.713 -0.526 0.225
C -2.209 -2.638 1.308
C -2.667 -3.959 1.349
C -2.442 -4.760 2.459
C -1.748 -4.264 3.555
C -1.301 -2.953 3.532
C -1.542 -2.149 2.425
C -3.937 -1.302 0.020
C -4.238 -0.165 -0.736
C -5.541 0.276 -0.891
C -6.588 -0.406 -0.282
C -6.305 -1.524 0.482
C -4.993 -1.967 0.631
C 0.647 -2.803 -1.197
O 0.748 -2.110 -0.028
C 0.715 -4.323 -0.918
C 0.216 -4.772 0.302
C 0.205 -6.121 0.621
C 0.725 -7.055 -0.267
C 1.265 -6.617 -1.466
C 1.263 -5.264 -1.786
C 1.814 -2.412 -2.148
C 2.951 -1.857 -1.564
C 4.039 -1.479 -2.336
C 4.015 -1.644 -3.713
C 2.887 -2.188 -4.307
C 1.798 -2.569 -3.534
H -2.850 -3.874 -4.793
H -3.374 -2.524 -3.775
H -4.193 -4.094 -3.647
H -1.769 -5.912 -3.690
H -3.007 -6.021 -2.422
H -1.297 -5.815 -1.980
H -0.499 -1.479 -2.426
H -2.605 -1.637 -1.969
H -3.174 -4.375 0.492
H -2.794 -5.786 2.454
H -1.552 -4.898 4.413
H -0.740 -2.545 4.365
H -1.199 -1.125 2.424
H -3.419 0.385 -1.180
H -5.736 1.167 -1.477
H -7.609 -0.059 -0.394
H -7.107 -2.062 0.978
H -4.804 -2.833 1.248
H -0.137 -4.034 1.008
H -0.204 -6.436 1.574
H 0.724 -8.112 -0.019
H 1.694 -7.329 -2.163
H 1.685 -4.947 -2.728
H 2.948 -1.706 -0.493
H 4.900 -1.027 -1.857
H 4.857 -1.331 -4.320
H 2.845 -2.307 -5.385
H 0.923 -2.982 -4.017
N -1.560 2.501 0.052
N -0.832 2.923 -1.085
C 0.400 2.312 -1.438
O 1.145 2.950 -2.187
O 0.539 1.119 -1.020
H -1.910 1.564 -0.127
H -0.930 2.405 0.844
H -0.801 3.923 -1.177
O 2.315 1.312 3.501
Cl 1.668 0.362 2.658
O 1.465 -0.869 3.350
O 0.360 0.881 2.218
O 2.403 0.150 1.437

=====

[3]
7
Properties=species:S:1:pos:R:3 method="wB97M-V/def2-TZVPD" fmax_ev_per_a=1.42 gap_ha="0.2569 / 0.2604" lumo_energy_ha="-0.1141 / -0.1119" e_above_lowest_ev=2.347 total_charge=0
N 0.729 -0.559 0.165
O -0.890 -0.263 -1.675
S 0.338 2.828 0.461
S -0.751 0.087 -0.298
Cl -1.951 -1.240 0.851
H 1.434 -0.607 -0.558
H 1.091 -0.248 1.053

=====

[4]
9
Properties=species:S:1:pos:R:3 method="wB97M-V/def2-TZVPD" fmax_ev_per_a=1.89 spin_multiplicity=7 gap_ha="0.2046 / 0.1638" lumo_energy_ha="-0.0133 / -0.0531" e_above_lowest_ev=0.780 total_charge=0
C -1.631 -0.667 -0.023
C -2.772 0.294 0.074
H -1.498 -1.294 0.875
H -1.567 -1.185 -0.994
H -3.346 0.181 1.007
H -3.457 0.238 -0.786
Eu 2.055 0.018 -0.037
O -0.460 0.269 -0.009
H -1.146 1.143 0.053

=====

[5]
46
Properties=species:S:1:pos:R:3 method="wB97M-V/def2-TZVPD" fmax_ev_per_a=17.04 gap_ha=0.3355 lumo_energy_ha=0.0249 e_above_lowest_ev=18.321 total_charge=0
O 1.682 -1.701 -0.863
C 1.836 -0.447 -0.932
N 1.311 0.146 -2.096
C 1.387 1.601 -2.463
H 2.100 2.320 -1.729
C -0.004 2.037 -2.535
N -0.787 0.814 -2.281
C -1.673 1.023 -1.015
O -1.766 1.997 -0.354
C -2.186 -0.377 -0.539
C -1.862 -1.687 -0.575
C -2.751 -2.319 0.096
C -3.554 -1.447 0.525
O -3.522 -0.412 -0.019
H -4.660 -1.614 0.935
H -2.505 -3.556 0.382
H -0.551 -2.000 -0.722
C -0.747 -0.206 -3.178
H -1.250 0.252 -4.039
C 0.641 -0.730 -3.228
H 0.739 -1.562 -2.901
H 1.043 -0.632 -4.331
H -1.590 -1.032 -2.910
H -0.395 2.325 -3.559
H -0.489 3.005 -1.710
H 1.751 1.725 -3.452
C 2.770 0.464 -0.022
C 1.468 1.159 0.883
C 0.811 0.128 1.568
C 1.531 -0.782 2.659
H 1.646 -1.619 2.137
C 0.520 -0.822 3.804
H 0.911 -0.605 4.750
H 0.436 -1.965 3.962
C -0.690 -0.164 3.446
H -1.459 0.115 4.343
H -1.505 -0.666 2.978
C -0.237 0.674 2.491
H -1.114 1.370 1.934
H 0.142 1.621 2.966
H 2.491 -0.385 3.049
H 0.194 -0.620 0.753
H 1.064 1.853 0.227
H 2.381 1.770 1.556
H 3.150 -0.176 0.414
H 3.292 1.128 -0.403

=====

[6]
64
Properties=species:S:1:pos:R:3 method="wB97M-V/def2-TZVPD" fmax_ev_per_a=1.48 gap_ha=0.2299 lumo_energy_ha=-0.0271 e_above_lowest_ev=1.546 total_charge=0
Pt 0.065 0.611 -0.761
C 1.374 -2.891 0.830
N 1.217 -2.382 -0.547
P -0.495 -2.375 -0.987
C -0.477 -1.495 -2.626
C 0.243 -1.961 -3.731
C 0.260 -1.257 -4.919
C -0.441 -0.057 -5.039
C -1.201 0.400 -3.982
C -1.241 -0.322 -2.784
C -0.623 -4.091 -1.665
C 0.370 -5.060 -1.564
C 0.171 -6.336 -2.082
C -1.023 -6.657 -2.707
C -2.025 -5.699 -2.807
C -1.828 -4.432 -2.283
P 1.896 -0.816 -0.865
C 2.884 -1.086 -2.356
C 3.360 0.034 -3.036
C 4.179 -0.119 -4.144
C 4.528 -1.393 -4.574
C 4.052 -2.509 -3.899
C 3.228 -2.359 -2.792
C 3.195 -0.576 0.377
C 4.333 -1.391 0.365
C 5.325 -1.227 1.314
C 5.197 -0.238 2.285
C 4.088 0.590 2.288
C 3.089 0.429 1.332
H 0.760 -3.785 0.948
H 1.061 -2.165 1.588
H 2.410 -3.168 1.018
H 0.785 -2.891 -3.653
H 0.821 -1.643 -5.762
H -0.414 0.495 -5.970
H -1.779 1.311 -4.071
H -1.962 -0.040 -2.023
H 1.314 -4.815 -1.092
H 0.953 -7.080 -1.994
H -1.173 -7.647 -3.119
H -2.964 -5.944 -3.288
H -2.617 -3.691 -2.368
H 3.088 1.029 -2.701
H 4.541 0.753 -4.673
H 5.177 -1.515 -5.432
H 4.316 -3.502 -4.241
H 2.839 -3.222 -2.267
H 4.442 -2.160 -0.391
H 6.200 -1.862 1.294
H 5.971 -0.112 3.031
H 3.990 1.368 3.033
H 2.229 1.080 1.333
S -0.241 0.581 1.437
C -1.013 2.119 1.825
C -1.135 2.512 3.159
C -1.812 3.674 3.479
C -2.364 4.459 2.465
C -2.235 4.073 1.144
C -1.552 2.900 0.817
S -1.352 2.391 -0.853
H -0.702 1.893 3.936
H -1.914 3.969 4.515
H -2.887 5.374 2.710
H -2.658 4.677 0.349

=====

[7]
9
Properties=species:S:1:pos:R:3 method="wB97M-V/def2-TZVPD" fmax_ev_per_a=3.12 spin_multiplicity=9 gap_ha="0.2149 / 0.2407" lumo_energy_ha="-0.4395 / -0.4560" e_above_lowest_ev=4.858 total_charge=+2
H -0.247 -2.603 -0.697
C -0.880 -1.723 -0.648
C -1.215 -0.675 0.017
C -3.285 0.931 -0.170
C -2.342 0.176 -0.087
H -4.085 1.652 -0.144
O 1.307 -0.482 1.081
O 0.097 0.203 0.903
Gd 1.744 0.534 -0.824

=====

[8]
52
Properties=species:S:1:pos:R:3 method="wB97M-V/def2-TZVPD" fmax_ev_per_a=0.66 spin_multiplicity=2 gap_ha="0.2298 / 0.2307" lumo_energy_ha="-0.3026 / -0.3016" total_charge=+2
Mn -1.535 0.433 0.001
C -1.549 0.639 -4.312
C -1.967 0.619 -2.987
N -1.076 0.582 -1.999
C 0.233 0.563 -2.316
C 0.619 0.586 -3.648
N -0.265 0.626 -4.636
C 1.141 0.520 -1.155
C 2.520 0.541 -1.193
C 3.253 0.538 0.001
C 2.520 0.541 1.194
C 1.141 0.520 1.156
N 0.474 0.483 0.001
C 0.233 0.562 2.317
C 0.620 0.585 3.649
N -0.264 0.624 4.638
C -1.549 0.637 4.314
C -1.967 0.618 2.989
N -1.076 0.581 2.000
C 4.738 0.550 0.000
C 5.464 0.555 -1.188
C 6.850 0.566 -1.132
N 7.547 0.573 -0.001
C 6.851 0.567 1.131
C 5.465 0.556 1.188
H -2.272 0.670 -5.117
H -3.016 0.626 -2.720
H 1.665 0.572 -3.928
H 3.025 0.572 -2.145
H 3.025 0.572 2.146
H 1.665 0.571 3.930
H -2.272 0.668 5.119
H -3.016 0.625 2.721
H 4.995 0.550 -2.160
H 7.427 0.571 -2.049
H 7.428 0.572 2.048
H 4.996 0.551 2.161
O -6.973 -4.523 -0.002
C -7.433 -3.459 -0.002
O -7.851 -2.378 -0.002
C -4.554 -2.341 -0.002
C -3.489 -3.230 -0.002
C -2.228 -2.671 -0.001
N -2.144 -1.327 0.000
C -3.193 -0.493 0.000
C -4.508 -0.983 -0.001
C -3.137 2.671 -0.001
O -4.272 2.798 -0.003
O -1.963 2.547 0.001
H -3.632 -4.302 -0.003
H -1.314 -3.248 -0.001
H -5.382 -0.345 -0.001

=====

[9]
39
Properties=species:S:1:pos:R:3 method="wB97M-V/def2-TZVPD" fmax_ev_per_a=3.47 gap_ha=0.2352 lumo_energy_ha=-0.0544 e_above_lowest_ev=5.191 total_charge=0
O -2.432 1.304 -0.468
N -2.282 2.265 0.337
O -3.240 2.821 0.925
C -0.942 2.697 0.566
C -0.604 3.740 1.490
C 0.697 4.147 1.656
C 1.715 3.407 1.012
N 3.063 3.428 1.052
N 3.482 2.422 0.233
N 2.472 1.801 -0.316
N 1.337 2.378 0.163
C 0.045 2.000 -0.101
H -1.426 4.181 2.045
H 1.066 4.978 2.245
H -0.121 1.186 -0.803
C -1.644 -4.418 1.662
O -0.744 -3.447 1.119
C -0.739 -2.189 1.786
C 0.484 -1.409 1.304
N 0.367 -1.143 -0.075
C 1.508 -1.024 -0.895
C 1.082 -1.085 -2.345
O -0.115 -0.327 -2.445
C -0.740 -0.416 -3.711
H -1.458 -5.356 1.120
H -1.490 -4.609 2.742
H -2.701 -4.128 1.524
H -1.641 -1.599 1.526
H -0.653 -2.299 2.884
H 0.539 -0.463 1.876
H 1.408 -1.991 1.469
H -0.536 -0.893 -0.458
H 2.011 -0.051 -0.755
H 2.213 -1.829 -0.646
H 1.877 -0.642 -2.964
H 0.925 -2.140 -2.616
H -1.705 0.080 -3.606
H -0.170 0.081 -4.511
H -0.906 -1.461 -4.023

=====

[10]
11
Properties=species:S:1:pos:R:3 method="wB97M-V/def2-TZVPD" fmax_ev_per_a=0.77 gap_ha=0.3856 lumo_energy_ha=0.0344 e_above_lowest_ev=1.971 total_charge=0
C -2.207 -0.135 0.116
C -0.947 0.543 0.316
C 0.212 0.881 0.432
C 1.357 -0.042 0.465
N 2.464 0.268 -0.248
O 1.239 -1.110 1.039
H -2.466 -0.117 -0.944
H -3.003 0.304 0.715
H -2.066 -1.180 0.428
H 3.136 -0.479 -0.306
H 2.548 1.081 -0.832